77
Properties=species:S:1:pos:R:3 method="wB97M-V/def2-TZVPD" e_lumo_ev=2.34 gap_ev=9.4 total_charge=-1 homo_energy_ev=-7.046
C -0.2093 1.5243 3.1769
C -1.3492 2.3019 3.8420
C -2.0895 3.2671 2.9047
C -2.9395 4.3192 3.6441
S -3.0293 2.4695 1.5818
O -2.3759 1.2165 1.2759
O -3.0643 3.4592 0.5281
N -4.5716 2.2872 2.0232
S -5.0772 1.2124 3.0284
O -6.5067 1.1919 3.0061
O -4.3644 -0.0326 3.0583
Cl -4.7005 1.9845 4.9507
H 0.5134 1.1957 3.9333
H -0.6219 0.6229 2.7224
H 0.2977 2.1118 2.4103
H -0.9301 2.9299 4.6402
H -2.0364 1.6079 4.3353
H -1.3242 3.7983 2.3281
H -2.8587 4.1746 4.7243
H -3.9964 4.2617 3.3784
H -2.5861 5.3275 3.4120
O -0.4428 -3.5450 -0.0505
C -1.2216 -2.6708 0.2661
O -1.8372 -2.7529 1.4491
C -2.6946 -1.6899 1.9339
C -4.0941 -1.7895 1.3757
C -1.5400 -1.5326 -0.6689
H -2.2464 -0.7140 1.7426
H -2.7101 -1.8274 3.0138
H -4.1042 -1.6776 0.2905
H -4.7079 -1.0035 1.8102
H -4.5292 -2.7619 1.6171
H -2.2590 -1.8932 -1.4058
H -0.6196 -1.2530 -1.1745
H -1.9387 -0.6439 -0.1855
O 0.3634 0.7392 -1.5191
C 0.1978 1.2579 -2.5908
O 0.4113 0.4868 -3.6808
C 0.1260 0.8991 -5.0208
C 1.2401 1.7382 -5.6093
C -0.1769 2.7091 -2.7341
H -0.8424 1.4015 -5.0657
H 0.0328 -0.0353 -5.5731
H 1.3782 2.6685 -5.0574
H 1.0161 1.9848 -6.6479
H 2.1776 1.1828 -5.5757
H 0.7265 3.3060 -2.6059
H -0.8676 2.9566 -1.9293
H -0.6374 2.9619 -3.6857
O 2.6772 2.3346 2.2189
C 3.0896 1.2099 2.1835
O 4.1355 0.8580 2.9740
C 4.5745 -0.4975 3.0785
C 5.4930 -0.8960 1.9415
C 2.4623 0.2202 1.2370
H 3.7209 -1.1712 3.1692
H 5.1121 -0.5353 4.0259
H 4.9842 -0.8433 0.9786
H 5.8500 -1.9168 2.0846
H 6.3524 -0.2257 1.9031
H 2.8394 0.4171 0.2335
H 1.3915 0.4160 1.2361
H 2.6189 -0.8292 1.4748
O 2.7333 -3.5988 -5.9931
C 2.3035 -3.6550 -4.8671
O 1.9153 -2.5201 -4.2662
C 1.2744 -2.5019 -2.9734
C 2.2664 -2.5659 -1.8344
C 2.2458 -4.9636 -4.1096
H 0.5228 -3.2888 -2.9062
H 0.7538 -1.5508 -2.9487
H 2.8341 -3.4982 -1.8363
H 1.7327 -2.4919 -0.8870
H 2.9763 -1.7407 -1.9164
H 3.2434 -5.1760 -3.7252
H 1.9746 -5.7452 -4.8154
H 1.5423 -4.9773 -3.2828